Density functional theory data (the ωB97M-V functional and the def2-TZVPD basis) for a 11-piece molecular cluster, C47H114O15S overall.

Each line ends with the Mulliken charge.
Positions of all 177 atoms, in Å:
C1 -5.0534 -1.8207 -6.7973  -0.406
H1 -4.7695 2.2228 1.8063  0.242
H2 -2.0967 -7.3502 -1.2078  0.300
H3 -4.0091 -1.5129 -6.7389  0.345
H4 6.6028 -7.3378 0.4148  0.387
H5 -9.7680 4.0805 6.4587  0.278
H6 -3.3128 6.6834 3.1636  0.304
H7 -2.4878 3.5469 -3.1231  0.461
H8 11.6254 -5.4817 8.0258  0.332
H9 -2.8765 0.2351 0.4339  0.138
C2 0.5421 10.4811 -2.8117  -1.085
H10 -9.8242 2.3107 6.5269  0.396
H11 10.2129 -5.8229 10.0826  0.291
C3 -0.2889 -6.8575 -3.1341  -1.089
C4 -2.9717 5.8023 3.7187  -0.299
H12 1.6688 -4.3365 -2.4538  -0.190
C5 10.6097 -5.0922 8.0922  -0.323
H13 -0.8448 4.1465 -2.9203  0.055
C6 -3.4935 8.2434 5.3442  -1.127
C7 0.3711 -0.3083 -2.7984  -0.465
H14 -0.9547 6.5730 4.0607  0.384
H15 7.2950 -6.2419 4.2941  0.120
C8 -1.4386 3.3297 -3.3300  -0.367
H16 -1.1311 5.5512 2.6359  0.307
H17 6.2925 -5.3001 1.8446  0.242
H18 2.8269 -5.6437 -2.3781  0.431
H19 -5.0627 -2.8340 -7.2159  0.356
O1 2.0106 2.7442 -2.9385  -0.034
C9 -0.0049 9.1762 -3.3661  -0.377
H20 1.4467 -7.6059 -2.1095  0.240
H21 5.7775 -6.0663 -0.4820  0.352
C10 2.2057 5.1914 -2.8735  -0.782
H22 0.0572 10.7658 -1.8770  0.260
H23 -3.4209 4.9336 3.2353  0.213
H24 -2.1490 7.3115 -1.8021  0.266
C11 -4.1845 1.3021 1.7863  -1.108
H25 -6.8434 -1.1840 -7.8630  0.332
C12 -3.4947 1.1407 0.4407  -0.174
H26 -3.2725 9.0018 6.0954  0.404
H27 -3.5983 6.6817 6.8167  0.345
C13 10.2378 -4.8720 9.5494  -1.031
C14 2.5031 2.6168 -4.2585  -0.451
C15 6.1544 -7.6751 3.1546  -0.382
H28 9.2610 -4.3986 9.6570  0.261
C16 -9.1651 3.1727 6.4196  -1.053
C17 5.6852 -6.7502 0.3620  -1.131
H29 3.5870 3.7568 -2.0428  0.355
H30 7.9839 -5.7278 8.3578  0.304
O2 -0.0978 -7.7852 -0.8638  -0.391
H31 -3.4435 1.0191 -5.7768  -0.017
O3 0.3112 8.0397 -2.5833  -0.308
C18 -7.1544 -3.6436 -5.7306  -1.030
O4 0.8540 -1.5235 -0.7622  -0.293
H32 -6.1784 5.4810 5.3196  0.101
H33 -4.8543 0.4605 1.9643  0.514
O5 -1.7616 2.0277 -5.3917  -0.490
H34 -8.4885 3.1794 7.2750  0.264
O6 -2.7328 2.2660 0.0459  -0.426
H35 -6.4515 -4.3460 -5.2814  0.284
H36 -4.2411 1.0204 -0.3446  0.349
H37 -1.3332 -7.1074 -3.3231  0.383
H38 -8.1655 -3.9243 -5.4351  0.391
H39 -7.7811 2.1979 5.0773  0.265
C19 -6.8546 -2.2270 -5.2687  -0.333
H40 1.6129 10.3945 -2.6241  0.299
H41 -0.2579 -5.8538 -2.7056  0.203
H42 7.9875 -6.6102 6.8398  0.314
C20 0.8084 -1.6242 -2.1734  0.698
C21 -1.7097 8.1018 -1.1917  -1.031
H43 3.3532 -3.0803 -3.3850  0.722
C22 -3.8826 3.1062 -6.0238  -1.236
H44 2.0019 1.7372 -4.6651  0.555
C23 -6.6315 4.5715 5.7115  -0.097
C24 7.4668 -7.0157 3.5448  -0.933
H45 -2.0377 7.9697 -0.1624  0.313
H46 -7.0570 4.8183 6.6922  0.259
C25 -5.5637 3.5033 5.8531  -0.808
C26 2.5087 3.8547 -2.2140  -0.594
H47 -0.0954 3.0509 -4.9773  -0.138
H48 -7.0200 -2.1464 -4.1946  0.312
H49 4.8576 -7.4388 0.1772  0.242
H50 6.3233 -8.4216 2.3693  0.296
H51 0.0841 0.3862 -2.0201  -0.411
O7 5.1442 -6.7636 2.7682  -0.468
H52 -9.1269 2.9958 4.2785  0.359
H53 10.9728 -4.2232 10.0263  0.389
O8 -5.5092 -1.8304 -5.4573  -0.376
O9 3.3690 -2.2771 -0.4785  -0.465
H54 3.5624 -5.0943 -0.1932  -0.903
C27 2.4436 -3.2786 0.0603  0.844
C28 -1.1637 3.1776 -4.8144  -0.107
H55 0.3615 -3.5101 -0.5393  0.417
H56 -0.9900 0.6584 1.5913  0.291
H57 4.6879 -4.5507 -4.1509  0.410
S1 4.5509 -2.6891 -1.4298  1.145
H58 -1.1265 4.8286 4.2531  0.270
C29 2.6324 -4.6262 -2.0498  -0.002
H59 10.5976 -4.1405 7.5482  0.296
C30 2.6409 -4.6433 -0.5394  -0.412
H60 1.1459 5.2891 -3.1058  0.087
H61 -5.3293 -0.8030 -8.6759  0.395
H62 -4.5602 8.2750 5.1188  0.299
C31 8.4281 -5.7569 7.3558  -0.281
C32 -0.6071 1.5295 1.0571  -0.865
H63 1.1906 0.1226 -3.3562  -0.047
H64 -5.9469 2.5958 6.3248  0.383
H65 -1.4626 4.0825 -5.3582  0.343
H66 -5.1680 3.2328 4.8733  0.080
C33 8.1078 -4.4785 6.5996  -1.166
H67 -4.9581 2.9259 -6.0346  0.433
H68 1.8072 -1.8623 -2.5395  -0.348
H69 0.1525 -2.4501 -2.4575  0.216
H70 -0.2537 1.1922 0.0838  -0.129
H71 -2.1018 9.0578 -1.5414  0.311
H72 -1.1786 2.4133 -2.8006  -0.048
H73 0.4396 8.9743 -4.3405  0.316
C34 4.0088 2.4263 -4.3396  -1.547
H74 -2.9486 8.5093 4.4371  0.280
O10 9.8100 -6.0545 7.4311  -0.418
H75 4.5754 -5.3168 1.5131  -0.021
H76 1.8228 -5.2637 -0.1786  0.756
H77 8.4527 -3.5899 7.1301  0.370
H78 -1.0878 9.2504 -3.5191  0.321
C35 -0.1932 8.0452 -1.2633  -0.282
H79 -7.0875 -3.7454 -6.8145  0.262
C36 -1.6622 2.6105 0.9049  0.232
C37 -8.4160 3.0919 5.0994  -0.296
H80 -1.7684 -9.6304 -2.2061  0.264
H81 -1.2146 3.4979 0.4536  0.286
O11 4.9422 -1.4985 -2.1125  -0.676
C38 0.9933 -2.7408 -0.0897  -1.281
H82 -3.7141 4.0654 -5.5326  0.321
H83 2.0263 3.7883 -1.2377  0.318
H84 -5.8373 0.1329 -7.2579  0.249
H85 0.3771 11.2867 -3.5272  0.397
H86 2.6614 -3.3394 1.1210  0.598
H87 -1.2031 -10.2288 -0.6446  0.285
H88 0.2494 8.8625 -0.6813  0.312
C39 5.4449 -5.9609 1.6378  0.181
H89 0.6149 -2.5603 0.9111  0.318
H90 -3.4719 1.3364 2.6118  0.237
H91 -2.0232 6.8255 6.0521  0.359
H92 -3.4959 1.9071 -4.2645  0.197
H93 2.7630 5.3100 -3.8041  0.306
H94 -2.0407 2.9111 1.8906  -0.111
H95 0.1638 7.1126 -0.8230  0.277
H96 -2.8830 -9.7040 -0.8466  0.397
H97 -7.5376 -1.5172 -5.7498  0.295
C40 3.7533 -3.7684 -2.6477  -0.508
C41 -1.4714 -8.0898 -0.6941  -0.334
C42 -1.4570 5.6876 3.6675  -1.067
C43 -1.8504 -9.4958 -1.1267  -1.058
H98 0.2245 -6.8457 -4.0960  0.412
H99 -4.7435 3.8794 6.4615  0.319
C44 -5.8132 -0.8637 -7.7011  -1.069
H100 7.0297 -4.3857 6.4653  0.386
C45 -3.1725 1.9672 -5.3100  0.278
O12 -3.5074 5.8021 5.0279  -0.280
H101 -3.5292 3.1885 -7.0526  0.280
C46 -3.1022 6.8700 5.8637  -0.375
H102 5.7387 -8.2064 4.0112  0.367
O13 4.8027 -4.5242 -3.1981  -0.477
H103 4.3002 2.2054 -5.3669  0.440
H104 0.3186 -8.8605 -2.5910  0.352
H105 2.1877 3.4714 -4.8693  0.418
H106 0.2420 1.9154 1.6220  0.482
H107 4.3218 1.5989 -3.7013  0.333
H108 7.9584 -6.5480 2.6908  0.306
O14 5.5002 -3.4654 -0.6976  -0.563
H109 4.5520 3.3192 -4.0273  0.284
H110 8.5831 -4.4894 5.6180  0.298
O15 -7.6610 4.2469 4.7915  -0.461
H111 8.1531 -7.7562 3.9564  0.453
C47 0.3848 -7.8418 -2.1924  -0.286
H112 -0.4674 -0.4671 -3.4660  0.429
H113 2.4873 6.0142 -2.2164  0.393
H114 -1.6520 -7.9703 0.3738  0.341

E_HOMO (eV): -9.373
Structure (SMILES): CCOC[C@H]1CC[C@H](O)S(=O)(=O)O1.CCOCC.CCOCC.CCOCC.CCOCC.CCOCC.CCOCC.CCOCC.CCOCC.CCOCC.CCOCC
Frontier orbital gap (eV): 9.72